[1]
{"formula": "C4H6N2O", "method": "the ωB97M-V functional and the def2-TZVPD basis", "elements": ["H", "N", "C", "C", "N", "O", "C", "C", "H", "H", "H", "H", "H"], "positions_angstrom": [[2.744, -1.342, -0.020], [1.740, -1.192, 0.005], [1.454, 0.041, 0.059], [2.438, 1.122, 0.093], [3.270, 1.924, 0.121], [0.213, 0.521, 0.089], [-0.833, -0.468, 0.041], [-2.148, 0.265, -0.108], [-0.636, -1.141, -0.799], [-0.786, -1.061, 0.961], [-2.162, 0.854, -1.029], [-2.969, -0.459, -0.151], [-2.325, 0.936, 0.737]], "forces_ev_per_angstrom": [[-0.07, 0.05, 0.02], [0.00, 0.36, 0.02], [0.07, -0.32, -0.02], [0.79, 0.71, 0.03], [-0.83, -0.78, -0.03], [0.11, 0.05, -0.02], [-0.20, -0.19, -0.02], [-0.02, 0.03, 0.00], [-0.04, 0.09, 0.11], [-0.01, 0.07, -0.13], [0.01, -0.08, 0.13], [0.14, 0.10, 0.02], [0.04, -0.09, -0.10]], "multiplicity": 1, "gap_ha": 0.42578}


[2]
{"formula": "C4H6N2O", "method": "the ωB97M-V functional and the def2-TZVPD basis", "elements": ["N", "C", "C", "C", "C", "O", "N", "H", "H", "H", "H", "H", "H"], "positions_angstrom": [[-2.288, -0.378, -0.063], [-0.936, 0.013, -0.013], [-0.324, 1.194, -0.320], [1.106, 0.975, -0.303], [1.288, -0.329, 0.046], [2.386, -1.107, 0.269], [0.053, -0.924, 0.232], [-2.914, 0.378, 0.183], [-2.505, -1.218, 0.461], [-0.837, 2.075, -0.675], [1.870, 1.698, -0.572], [3.172, -0.625, -0.020], [-0.068, -1.759, 0.785]], "forces_ev_per_angstrom": [[0.12, 0.08, 0.10], [0.24, 0.05, 0.14], [-0.22, -0.16, -0.35], [0.01, -0.09, -0.02], [-0.23, 0.25, 0.13], [0.03, 0.10, -0.06], [0.18, -0.05, -0.01], [0.07, -0.18, 0.02], [0.06, 0.25, -0.01], [0.08, 0.01, 0.07], [-0.17, -0.23, 0.14], [-0.22, -0.07, 0.09], [0.04, 0.05, -0.25]], "multiplicity": 1, "gap_ha": 0.28772}


[3]
{"formula": "C4H6N2O", "method": "the ωB97M-V functional and the def2-TZVPD basis", "elements": ["N", "C", "C", "O", "C", "C", "N", "H", "H", "H", "H", "H", "H"], "positions_angstrom": [[-0.841, -0.193, -1.567], [-1.039, 0.049, -0.258], [-0.163, 0.967, 0.439], [-0.262, 2.301, 0.259], [0.853, 0.180, 0.887], [0.516, -1.179, 0.497], [-0.908, -1.185, 0.381], [0.372, -0.864, -1.142], [-0.642, 0.665, -2.084], [0.529, 2.724, 0.618], [1.821, 0.491, 1.262], [1.013, -2.040, 0.944], [-1.250, -1.916, -0.238]], "forces_ev_per_angstrom": [[0.09, 0.16, 0.03], [0.11, 0.03, -0.08], [-0.01, -0.23, 0.03], [0.17, 0.06, 0.06], [-0.02, 0.02, -0.14], [0.12, -0.07, 0.30], [0.07, -0.11, -0.14], [-0.16, 0.06, -0.01], [-0.04, -0.08, 0.03], [-0.13, 0.00, -0.06], [-0.16, -0.06, -0.07], [-0.07, 0.13, -0.06], [0.03, 0.08, 0.10]], "multiplicity": 1, "gap_ha": 0.31840}


[4]
{"formula": "C4H6N2O", "method": "the ωB97M-V functional and the def2-TZVPD basis", "elements": ["C", "C", "C", "C", "N", "O", "N", "H", "H", "H", "H", "H", "H"], "positions_angstrom": [[1.500, -1.506, 0.614], [0.843, -0.204, 0.289], [-0.480, 0.168, 0.651], [-0.773, 1.113, -0.281], [-1.954, 1.624, -0.785], [0.313, 1.442, -0.981], [1.346, 0.564, -0.644], [1.385, -2.145, -0.270], [2.564, -1.398, 0.820], [1.001, -2.003, 1.450], [-1.126, -0.266, 1.401], [-2.736, 1.063, -0.469], [-1.883, 1.549, -1.795]], "forces_ev_per_angstrom": [[0.14, -0.03, 0.12], [0.12, -0.05, -0.15], [-0.09, -0.04, -0.16], [0.08, -0.22, -0.07], [-0.03, 0.02, 0.08], [-0.25, 0.04, -0.13], [0.01, -0.38, 0.32], [0.10, 0.04, 0.23], [-0.04, -0.02, 0.03], [0.16, 0.13, -0.04], [0.06, -0.07, -0.28], [0.00, 0.21, 0.01], [-0.26, 0.36, 0.03]], "multiplicity": 1, "gap_ha": 0.35067}


[5]
{"formula": "C4H6N2O", "method": "the ωB97M-V functional and the def2-TZVPD basis", "elements": ["C", "C", "N", "C", "C", "O", "N", "H", "H", "H", "H", "H", "H"], "positions_angstrom": [[1.403, -0.170, 1.337], [0.201, 1.054, -3.065], [-0.494, 0.601, -2.230], [-1.242, 0.063, -1.196], [-0.675, -0.041, 0.033], [-1.284, -0.649, 1.076], [0.549, 0.465, 0.350], [1.249, -1.254, 1.353], [1.226, 0.230, 2.339], [2.443, 0.029, 1.064], [-2.263, -0.227, -1.413], [-2.109, -1.051, 0.766], [0.995, 0.950, -0.414]], "forces_ev_per_angstrom": [[0.19, -0.08, 0.15], [-0.69, -0.41, 0.78], [0.60, 0.41, -0.71], [-0.02, -0.05, 0.14], [0.14, 0.14, -0.24], [-0.17, -0.03, -0.14], [-0.35, -0.05, -0.24], [0.05, 0.19, 0.03], [0.00, -0.10, -0.12], [-0.15, -0.04, 0.08], [0.17, 0.05, 0.07], [0.23, 0.08, 0.09], [0.00, -0.12, 0.09]], "multiplicity": 1, "gap_ha": 0.32238}


[6]
{"formula": "C4H6N2O", "method": "the ωB97M-V functional and the def2-TZVPD basis", "elements": ["N", "C", "O", "C", "C", "C", "N", "H", "H", "H", "H", "H", "H"], "positions_angstrom": [[-2.366, 0.580, -0.898], [-2.215, 0.071, 0.237], [-0.982, -0.283, 0.731], [0.131, -0.138, -0.030], [1.410, -0.064, 0.729], [2.355, -0.192, -0.457], [3.415, 0.143, -0.871], [-3.343, 0.766, -1.106], [-2.978, -0.173, 0.980], [-0.031, 0.416, -0.943], [1.500, -0.934, -1.089], [1.507, 0.787, 1.420], [1.598, -0.980, 1.298]], "forces_ev_per_angstrom": [[0.05, -0.05, 0.01], [0.26, -0.13, 0.02], [-0.51, -0.11, 0.29], [-0.67, 0.36, 0.28], [0.35, 0.09, -0.16], [-2.50, -1.37, 0.14], [1.30, 0.48, -0.45], [0.06, -0.01, 0.10], [0.15, 0.05, -0.12], [0.17, 0.09, -0.05], [1.44, 0.63, 0.20], [0.07, -0.05, -0.29], [-0.17, 0.02, 0.03]], "multiplicity": 1, "gap_ha": [0.32551, 0.28382]}


Number 1: maximum force 1.136 eV/A. Number 2: maximum force 0.445 eV/A. Number 3: maximum force 0.332 eV/A. Number 4: maximum force 0.500 eV/A. Number 5: maximum force 1.125 eV/A. Number 6: maximum force 2.857 eV/A.